{"formula": "CH3PS4", "method": "ωB97M-V with the def2-TZVPD basis set", "species": ["C", "P", "S", "S", "S", "S", "H", "H", "H"], "coordinates": [[-0.630, 1.874, -2.439], [-0.821, 1.034, 2.664], [-1.477, 2.497, -1.228], [-1.201, -0.890, 3.185], [0.684, -0.672, -0.018], [0.221, 0.968, 0.933], [0.055, 2.527, -3.105], [-0.458, 0.710, -2.620], [-1.966, -0.481, 4.134]], "forces_ev_per_angstrom": [[1.8, -1.1, -0.9], [-1.2, 0.8, 1.8], [0.0, -0.2, -0.7], [0.9, -1.5, -1.2], [-0.3, -0.6, 0.3], [1.7, 0.8, -2.0], [-1.3, -1.0, 1.0], [-0.7, 2.5, 0.4], [-1.0, 0.4, 1.3]], "lumo_energy_ev": [-0.33, -2.74], "e_above_lowest_kj_mol": 92.5, "homo_lumo_gap_ha": [0.24960, 0.22052], "total_charge": 0, "spin_multiplicity": 3, "homo_energy_ha": [-0.26178, -0.32113], "fmax_ev_per_a": 2.737}


{"formula": "CH5Cl3Si2", "method": "ωB97M-V with the def2-TZVPD basis set", "species": ["C", "Si", "Si", "Cl", "Cl", "Cl", "H", "H", "H", "H", "H"], "coordinates": [[0.253, -1.525, 1.117], [-0.614, 0.970, -2.021], [0.106, 0.352, 1.064], [0.998, 1.989, -2.662], [-1.434, 1.113, 2.330], [1.874, 1.166, 1.830], [-0.188, -2.093, 0.245], [1.314, -1.709, 0.794], [-0.013, -1.920, 2.144], [-0.855, -0.406, -2.496], [-1.442, 2.063, -2.346]], "forces_ev_per_angstrom": [[0.6, -0.6, -0.7], [1.1, -0.8, 3.1], [-1.1, 0.5, -1.5], [1.4, -0.1, -0.5], [0.8, -0.5, -0.7], [-0.6, -0.2, -0.4], [-0.6, 0.8, 1.2], [-0.4, 0.2, 1.1], [0.5, 0.1, -1.3], [0.0, 0.2, -0.3], [-1.8, 0.4, 0.0]], "lumo_energy_ev": -0.75, "e_above_lowest_kj_mol": 233.7, "homo_lumo_gap_ha": 0.28355, "total_charge": 0, "homo_energy_ha": -0.31098, "fmax_ev_per_a": 3.374}


{"formula": "C32H43BrCuN2P2", "method": "ωB97M-V with the def2-TZVPD basis set", "species": ["C", "C", "C", "C", "N", "C", "C", "C", "C", "C", "C", "C", "C", "C", "Cu", "P", "H", "H", "H", "H", "H", "H", "H", "H", "C", "C", "H", "H", "H", "H", "H", "C", "C", "H", "H", "H", "H", "H", "C", "C", "H", "H", "H", "H", "H", "Br", "P", "C", "C", "H", "H", "H", "H", "H", "C", "C", "H", "H", "H", "H", "H", "C", "C", "H", "H", "H", "H", "H", "N", "C", "C", "C", "C", "C", "C", "C", "H", "H", "H", "H", "H"], "coordinates": [[-4.794, -2.406, -1.425], [-3.742, -3.022, -0.711], [-3.408, -4.363, -0.991], [-3.813, -4.837, -2.255], [-4.582, -4.116, -3.068], [-5.118, -2.962, -2.670], [-2.977, -2.153, 0.195], [-2.540, -1.242, 0.908], [-1.927, -0.381, 1.888], [-0.982, 0.703, 1.737], [-0.279, 1.175, 2.864], [-0.480, 0.571, 4.088], [-1.611, -0.202, 4.305], [-2.336, -0.655, 3.187], [0.954, 0.897, 0.702], [0.258, 0.057, -1.351], [-2.837, -4.978, -0.285], [-5.272, -1.496, -1.040], [-3.471, -5.801, -2.637], [-5.778, -2.453, -3.374], [-3.188, -1.328, 3.294], [-0.998, 1.398, 0.894], [-1.902, -0.483, 5.309], [0.454, 1.995, 2.780], [1.574, 0.817, -2.396], [1.851, 0.266, -3.788], [2.483, 0.755, -1.777], [1.338, 1.889, -2.434], [2.727, 0.804, -4.174], [2.113, -0.804, -3.769], [1.027, 0.460, -4.490], [0.168, -1.740, -1.735], [-0.580, -2.184, -2.989], [-0.314, -2.175, -0.846], [1.201, -2.111, -1.766], [-0.401, -3.258, -3.129], [-1.666, -2.063, -2.871], [-0.233, -1.698, -3.914], [-1.380, 0.695, -1.922], [-1.506, 0.927, -3.429], [-1.536, 1.640, -1.380], [-2.140, -0.006, -1.544], [-2.487, 1.384, -3.604], [-0.744, 1.631, -3.801], [-1.487, -0.005, -4.015], [0.918, 0.804, 5.386], [2.437, -0.973, 1.124], [3.306, -1.796, -0.272], [4.799, -2.076, -0.152], [3.106, -1.157, -1.146], [2.770, -2.740, -0.436], [5.137, -2.447, -1.123], [5.387, -1.176, 0.062], [5.026, -2.864, 0.576], [3.608, 0.165, 1.994], [4.394, -0.298, 3.221], [2.973, 1.030, 2.269], [4.304, 0.518, 1.214], [4.895, 0.590, 3.631], [3.750, -0.695, 4.020], [5.186, -1.016, 2.957], [1.770, -2.322, 2.190], [2.656, -3.560, 2.369], [0.823, -2.600, 1.697], [1.496, -1.873, 3.160], [2.153, -4.235, 3.070], [2.781, -4.123, 1.433], [3.639, -3.323, 2.800], [0.414, 2.777, -0.161], [-0.151, 3.777, 0.088], [-0.804, 5.007, 0.377], [-1.004, 5.429, 1.708], [-1.636, 6.647, 1.956], [-2.061, 7.446, 0.890], [-1.928, 6.993, -0.425], [-1.290, 5.782, -0.688], [-0.678, 4.784, 2.528], [-1.803, 6.971, 2.983], [-2.514, 8.416, 1.090], [-2.325, 7.582, -1.249], [-1.174, 5.411, -1.710]], "forces_ev_per_angstrom": [[0.5, 0.1, -0.5], [0.0, 0.3, 0.5], [0.2, 0.5, -0.6], [-0.3, 0.4, 0.8], [0.0, -0.1, -0.6], [0.2, -0.3, 0.9], [-0.3, 1.4, 1.6], [-0.3, -1.4, -2.0], [0.2, 0.7, 0.2], [-1.2, 0.1, 0.9], [-0.1, -0.2, -1.2], [0.4, -0.2, 0.9], [0.1, 0.0, -0.3], [0.4, -0.2, 0.6], [0.4, -1.2, -0.8], [-0.3, -0.4, -1.5], [0.1, 0.4, -0.5], [0.5, -0.2, -0.4], [-0.2, 0.2, 0.2], [0.0, -0.2, 0.3], [0.3, 0.2, 0.3], [-0.4, -0.6, -0.2], [0.1, -0.1, -0.1], [-0.5, -0.2, 0.1], [0.0, 0.2, 0.4], [0.2, 0.0, -0.3], [-0.1, 0.0, -0.2], [0.0, -0.2, 0.0], [-0.2, -0.2, 0.0], [-0.2, 0.3, -0.1], [0.3, -0.3, 0.3], [0.4, 0.0, 0.6], [-0.2, -0.3, -0.3], [0.1, -0.1, -0.2], [-0.3, 0.1, 0.0], [-0.1, 0.2, 0.1], [0.3, 0.1, -0.2], [-0.2, -0.1, 0.5], [0.2, 0.2, 0.6], [-0.2, 0.1, -0.3], [-0.1, -0.2, -0.2], [0.2, 0.1, -0.1], [0.2, 0.0, 0.0], [-0.3, -0.3, 0.1], [0.1, 0.5, 0.3], [-0.8, 0.0, -0.2], [0.1, 0.4, 0.1], [-0.4, 0.2, -0.1], [0.3, -0.1, -0.1], [0.2, -0.3, 0.2], [0.0, 0.2, 0.0], [0.0, 0.0, 0.1], [-0.1, -0.2, 0.1], [-0.1, 0.3, 0.0], [-0.1, 0.0, -0.1], [0.3, 0.1, 0.2], [0.4, -0.2, 0.0], [-0.3, 0.0, 0.2], [-0.1, -0.3, 0.0], [0.2, 0.0, -0.4], [-0.4, 0.1, 0.1], [-0.2, 0.4, 0.0], [0.1, -0.1, 0.2], [0.2, 0.0, 0.2], [0.1, -0.1, -0.3], [0.1, 0.1, -0.1], [0.1, 0.3, 0.2], [-0.3, 0.0, -0.2], [-0.9, 2.1, 1.2], [1.3, -1.8, -0.4], [-0.5, 0.6, 0.1], [0.0, -0.1, 0.0], [0.2, -0.2, -0.1], [0.0, -0.3, -0.1], [0.2, -0.2, 0.0], [-0.1, 0.0, -0.1], [-0.1, 0.3, -0.2], [0.1, -0.1, -0.3], [0.0, -0.3, -0.1], [0.2, -0.1, 0.2], [0.0, 0.3, 0.3]], "lumo_energy_ev": [-5.49, -7.93], "e_above_lowest_kj_mol": 0.0, "homo_lumo_gap_ha": [0.30407, 0.21454], "total_charge": 2, "spin_multiplicity": 2, "homo_energy_ha": [-0.50594, -0.50606], "fmax_ev_per_a": 2.574}


{"formula": "C19H14Cl2IrN4O4S2Se", "method": "ωB97M-V with the def2-TZVPD basis set", "species": ["Ir", "N", "C", "S", "N", "N", "C", "C", "C", "C", "C", "C", "C", "C", "C", "C", "C", "C", "N", "H", "H", "H", "H", "H", "H", "H", "H", "H", "H", "H", "Cl", "C", "C", "C", "C", "C", "Cl", "C", "S", "H", "H", "H", "O", "Se", "O", "O", "O"], "coordinates": [[0.976, -0.113, -1.148], [0.865, -4.544, -1.323], [0.885, -3.197, -1.049], [2.360, -2.349, -1.335], [-0.197, -2.683, -0.527], [-0.211, -1.398, -0.229], [-1.403, -0.817, 0.217], [-2.636, -1.577, 0.419], [-2.653, -2.766, 1.159], [-3.843, -3.435, 1.381], [-5.033, -2.940, 0.861], [-5.022, -1.776, 0.106], [-3.835, -1.099, -0.117], [-1.324, 0.566, 0.477], [-2.302, 1.321, 1.163], [-2.115, 2.666, 1.345], [-0.953, 3.279, 0.864], [-0.012, 2.487, 0.235], [-0.178, 1.187, 0.065], [1.504, -4.829, -2.044], [-0.057, -4.947, -1.387], [-1.732, -3.146, 1.573], [-3.846, -4.347, 1.965], [-5.965, -3.462, 1.036], [-5.941, -1.400, -0.326], [-3.802, -0.228, -0.760], [-3.181, 0.820, 1.540], [-2.860, 3.254, 1.866], [-0.785, 4.340, 0.970], [0.907, 2.907, -0.155], [3.111, 1.386, -1.717], [3.955, 1.881, -0.280], [4.911, 2.870, -0.425], [5.617, 3.320, 0.676], [5.357, 2.771, 1.921], [4.402, 1.779, 2.052], [4.132, 1.122, 3.628], [3.654, 1.289, 0.958], [2.480, 0.034, 1.188], [5.098, 3.282, -1.408], [6.365, 4.094, 0.564], [5.890, 3.104, 2.801], [-1.974, 0.125, -2.621], [-0.585, 0.278, -3.419], [0.396, -1.046, -3.043], [0.325, 1.481, -2.718], [-0.747, 0.456, -4.995]], "forces_ev_per_angstrom": [[0.8, -0.8, 1.6], [-0.3, 0.0, 0.1], [1.4, 0.4, -0.4], [-0.7, 0.2, 0.2], [-1.2, -0.3, 0.5], [1.1, 0.4, -1.2], [-0.7, 0.2, 0.3], [0.0, -0.2, 0.0], [0.0, 0.1, 0.0], [0.0, 0.0, 0.0], [0.0, 0.0, 0.0], [0.0, 0.0, 0.0], [0.2, 0.0, -0.1], [0.1, 0.1, 0.1], [0.0, -0.2, 0.0], [0.1, 0.1, 0.0], [-0.2, -0.1, 0.1], [0.2, 0.1, 0.0], [-0.1, -0.2, -0.3], [0.0, 0.0, 0.0], [0.0, 0.0, 0.0], [0.1, 0.0, 0.0], [0.0, 0.0, 0.0], [0.0, 0.0, 0.0], [0.0, 0.0, 0.0], [0.0, 0.0, 0.0], [0.0, 0.0, 0.0], [0.0, 0.0, 0.0], [0.0, 0.0, 0.0], [0.0, -0.1, 0.0], [0.0, 0.1, -0.5], [0.1, 0.1, 0.5], [0.0, 0.0, -0.2], [0.0, 0.0, 0.0], [0.0, -0.1, 0.0], [0.1, 0.2, -0.4], [0.0, 0.0, 0.2], [-0.2, -0.2, 0.1], [-0.2, 0.0, -0.4], [0.0, 0.0, 0.0], [0.0, 0.0, 0.0], [0.0, 0.0, 0.0], [-0.6, -0.1, 0.4], [-0.5, -0.1, -0.7], [0.3, 0.1, 0.3], [0.3, 0.1, 0.4], [0.1, 0.1, -0.6]], "lumo_energy_ev": [2.59, -0.02], "e_above_lowest_kj_mol": 159.8, "homo_lumo_gap_ha": [0.23495, 0.17496], "total_charge": -1, "spin_multiplicity": 5, "homo_energy_ha": [-0.13984, -0.17552], "fmax_ev_per_a": 1.918}